(1)
Computed, not measured: C27H72F6HfO27PS9 as an isolated structure at a distorted geometry, with wB97M-V/def2-TZVPD.

The geometry in XYZ format:
```
143
Properties=species:S:1:pos:R:3:forces:R:3:lowdin_charge:R:1
Hf 29.2501 22.5646 13.2470 0.6 1.0 -0.4 1.9553
P 31.5392 26.6973 11.8693 1.1 1.4 -0.1 0.1876
F 32.2996 26.7748 10.4390 -0.5 -0.2 1.2 -0.1345
F 32.0920 25.2265 12.1651 3.7 -2.2 -0.8 -0.2083
F 32.7664 27.4328 12.7225 -1.8 -1.1 -1.3 -0.1556
F 30.7394 26.2713 13.2054 -1.3 2.9 4.3 -0.2145
F 30.8046 28.1398 11.5451 0.6 -1.9 1.1 -0.1516
F 30.2947 25.8578 11.3222 -2.6 -0.3 -4.1 -0.2060
O 23.1224 27.0207 13.2744 2.2 0.9 -2.1 -0.2696
S 24.2738 27.2824 12.3895 0.9 -0.5 0.5 0.7573
O 25.3728 26.2848 12.3415 -2.4 2.2 -0.1 -0.3082
O 23.8162 27.5657 10.8059 0.8 -0.4 1.3 -0.2319
C 22.4589 27.8411 10.5536 -1.4 0.5 -2.1 -0.2408
C 22.1843 28.2616 9.0589 0.5 0.0 0.4 -0.0342
C 25.0738 28.9964 12.6280 0.4 0.0 0.7 -0.0541
H 22.0870 28.6685 11.1579 0.1 0.0 0.5 0.1363
H 21.8928 26.9404 10.7912 -0.3 0.0 0.3 0.1322
H 22.0816 27.4217 8.3719 0.3 -0.2 0.2 0.0780
H 22.9218 28.9555 8.6556 0.5 -0.3 0.2 0.0808
H 21.2823 28.8530 8.9016 -0.4 -0.3 0.8 0.0837
H 24.5736 29.6871 13.3069 -0.9 -0.6 0.0 0.0734
H 25.2710 29.5841 11.7314 -0.3 -0.8 -0.4 0.0742
H 26.0296 28.8195 13.1212 0.0 -0.5 -0.2 0.0650
O 31.2177 22.5747 8.4456 1.0 0.4 -4.1 -0.3074
S 31.7003 22.6200 7.0171 -0.8 0.2 0.8 0.7441
O 31.4646 21.5071 6.0922 0.2 1.7 1.7 -0.2791
O 31.2134 24.0397 6.2579 0.3 -1.5 0.3 -0.2618
C 31.4987 24.1023 4.8042 -0.2 1.5 0.1 -0.2076
C 31.3642 25.6037 4.3820 -0.8 -1.3 -0.1 -0.0375
C 33.4766 23.0355 7.0065 0.3 -0.6 0.1 -0.0793
H 30.8282 23.4137 4.2901 0.0 0.1 0.0 0.1222
H 32.5279 23.8164 4.5873 0.1 -0.3 0.3 0.1139
H 31.8710 26.2402 5.1074 -0.2 0.1 -0.2 0.0888
H 30.3122 25.8469 4.2327 -0.2 0.2 0.9 0.0771
H 31.6847 25.7809 3.3554 0.9 -0.3 0.2 0.0858
H 33.7171 24.0957 7.0859 -0.6 -0.1 0.3 0.0904
H 33.8348 22.6589 6.0484 -0.1 -0.1 0.0 0.0736
H 33.9232 22.4592 7.8167 0.0 0.1 0.0 0.0781
O 23.0563 20.6219 16.6666 0.2 -0.2 -0.1 -0.2724
S 23.1982 20.0855 15.3480 -0.8 -0.3 -1.3 0.6808
O 24.3904 20.4361 14.5646 -2.0 -0.9 1.0 -0.3139
O 23.1406 18.4282 15.4249 -0.3 1.7 -0.2 -0.2424
C 21.9533 17.8425 16.0129 -0.5 -1.4 0.1 -0.2644
C 22.0761 16.3117 16.0151 0.5 0.4 -0.6 -0.0538
C 21.5323 20.4766 14.4537 1.1 -0.3 0.1 -0.0690
H 21.0176 18.0680 15.5015 0.2 0.5 -0.6 0.1110
H 21.7693 18.1647 17.0378 0.6 0.3 0.1 0.1278
H 22.1715 15.8158 15.0491 -0.1 0.6 -0.5 0.0788
H 21.1358 15.9170 16.4000 0.4 -0.1 0.6 0.0915
H 23.0060 16.0263 16.5072 -0.4 -0.2 0.7 0.0839
H 21.5072 21.5136 14.1189 0.5 0.1 0.4 0.0653
H 20.7131 20.2997 15.1507 0.4 0.0 0.1 0.0622
H 21.3969 19.8741 13.5556 0.4 -0.3 0.2 0.0655
O 27.2020 18.2641 11.2154 -2.0 -3.2 -1.1 -0.3542
S 26.4793 17.0199 10.7808 0.5 1.1 0.7 0.7565
O 26.3538 15.8575 11.6912 0.3 2.7 -2.1 -0.2987
O 24.9250 17.5398 10.3303 3.1 0.4 0.3 -0.2462
C 24.0772 16.4998 9.9258 -2.2 -0.5 0.2 -0.3072
C 22.7433 17.0726 9.4126 0.4 -0.2 0.2 -0.0437
C 27.1102 16.4420 9.1163 -0.8 0.0 0.0 -0.0916
H 23.8986 15.9597 10.8556 -0.2 -0.7 -0.3 0.1229
H 24.4432 15.8318 9.1461 0.7 0.1 0.1 0.1185
H 22.1692 17.5073 10.2308 0.1 0.3 -0.2 0.0787
H 22.1308 16.2720 8.9979 0.1 -0.2 0.1 0.0860
H 22.9118 17.7729 8.5945 0.0 0.2 0.2 0.0807
H 26.6572 16.9534 8.2670 -0.4 0.6 0.5 0.0676
H 26.7431 15.4218 9.0049 0.5 -0.1 0.4 0.0637
H 28.1774 16.5518 8.9232 0.0 -0.2 0.9 0.0740
O 29.4263 18.6611 19.3893 1.5 -1.0 -2.3 -0.2889
S 29.9404 18.0557 18.1406 -0.9 0.7 1.4 0.6986
O 29.8405 18.8257 16.9029 0.5 -1.4 1.6 -0.3060
O 31.5413 17.6124 18.3020 -1.5 0.6 -1.8 -0.2304
C 31.9823 17.0454 19.5058 0.5 0.0 1.8 -0.2779
C 33.2801 16.2037 19.4505 -0.8 0.9 -0.4 -0.0267
C 29.0672 16.4449 18.0381 1.3 0.4 -0.3 -0.0822
H 32.1236 17.8861 20.1850 0.3 0.3 0.3 0.1317
H 31.1587 16.5343 20.0045 -0.1 -0.5 -0.1 0.1155
H 33.4846 15.8400 20.4575 -0.4 -0.4 -0.1 0.0902
H 34.1667 16.8026 19.2425 -0.2 0.2 -0.4 0.0815
H 33.1831 15.4276 18.6912 0.1 -0.2 0.3 0.0797
H 29.5300 15.8465 17.2534 -0.3 0.3 -0.4 0.0717
H 28.0204 16.7056 17.8816 0.2 -0.2 0.0 0.0806
H 29.2704 15.8885 18.9531 -0.4 0.4 0.2 0.0674
O 33.7316 16.8260 11.7088 -0.8 0.4 2.0 -0.2749
S 33.3954 17.1171 13.0973 -0.7 1.7 0.8 0.7135
O 32.6361 18.3667 13.4826 2.0 -3.8 -1.1 -0.3407
O 32.5599 15.8664 13.7732 -0.8 2.0 0.0 -0.2529
C 32.8032 14.5565 13.3730 1.1 -2.6 -0.3 -0.2852
C 32.3674 13.5112 14.4186 -0.7 1.3 1.1 -0.0439
C 34.8960 16.9256 14.1141 0.0 1.1 -0.4 -0.0981
H 33.8643 14.4846 13.1341 0.1 -0.3 -0.2 0.1170
H 32.2399 14.2344 12.4973 0.0 0.7 -0.5 0.1344
H 32.8748 13.5971 15.3794 0.5 0.1 -0.1 0.0751
H 32.3129 12.4526 14.1650 0.4 0.3 -0.7 0.0911
H 31.3466 13.8001 14.6688 -0.3 -0.1 0.0 0.0739
H 35.5221 16.1839 13.6181 -0.2 -0.2 0.4 0.0764
H 34.6745 16.8214 15.1762 -0.4 -0.7 -0.3 0.0764
H 35.4582 17.8593 14.1248 -0.1 0.2 -0.6 0.0742
O 34.5988 22.0673 18.5252 -0.6 0.4 -0.1 -0.2844
S 33.6730 23.1714 18.4777 -0.3 -0.4 0.7 0.6567
O 32.5676 23.1691 17.5379 1.4 0.4 1.0 -0.2972
O 32.9462 23.2960 19.9566 0.0 -0.5 -1.2 -0.2637
C 33.7205 23.0285 21.1648 -0.8 0.6 -0.4 -0.2187
C 32.8164 22.5760 22.3248 0.1 0.3 0.0 -0.0420
C 34.7386 24.6757 18.4708 -1.2 -0.4 -0.4 -0.0614
H 34.1056 24.0310 21.3512 0.3 0.0 0.8 0.1175
H 34.5610 22.3814 20.9142 -0.2 -0.3 0.2 0.1194
H 33.4535 22.5995 23.2089 0.0 -0.4 0.0 0.0888
H 32.2928 21.6246 22.2302 0.7 -0.3 -0.4 0.0823
H 31.9889 23.2339 22.5905 0.2 0.6 -0.5 0.0779
H 35.6238 24.4269 17.8856 0.0 -0.1 0.3 0.0800
H 34.9134 24.9068 19.5216 0.3 0.0 -0.2 0.0603
H 34.1848 25.4723 17.9740 0.0 0.0 0.2 0.0729
O 27.2014 27.1798 18.4361 1.0 -1.3 0.3 -0.2544
S 28.1049 26.0574 18.6085 1.1 -0.5 -0.3 0.7206
O 28.2424 25.0358 17.5535 -0.3 1.9 2.2 -0.3132
O 29.6737 26.6947 18.7611 -1.3 -0.5 -0.6 -0.2249
C 29.8463 27.8406 19.6041 -0.3 0.0 0.1 -0.2460
C 29.9925 29.1577 18.8411 0.0 0.3 -0.4 -0.0327
C 27.9119 25.2624 20.3167 0.4 0.3 -1.7 -0.0557
H 30.7881 27.6976 20.1340 0.1 -0.4 0.1 0.1385
H 29.0152 27.8219 20.3092 0.2 0.5 0.2 0.1072
H 29.0132 29.5644 18.5887 -0.1 -0.1 -0.1 0.0894
H 30.5731 29.0567 17.9242 -0.1 -0.4 0.0 0.0925
H 30.5364 29.9144 19.4066 -0.1 -0.2 0.4 0.0905
H 26.9445 24.7630 20.2642 0.1 0.1 0.2 0.0749
H 28.0080 26.0054 21.1084 -0.3 0.1 -0.3 0.0675
H 28.7320 24.5495 20.4022 -0.1 0.0 -0.2 0.0694
O 24.1099 21.8887 7.9510 1.8 0.5 -0.6 -0.2599
S 25.4866 22.1565 7.5481 1.3 -0.7 0.7 0.6763
O 26.5227 22.3239 8.6040 -2.1 -0.4 -2.2 -0.2980
O 26.0367 20.9489 6.5945 -0.5 0.2 0.9 -0.2531
C 25.2838 20.6134 5.3840 -0.4 0.1 -0.4 -0.2474
C 26.0187 21.0683 4.1711 0.7 1.1 -0.6 -0.0742
C 25.6122 23.5083 6.3564 -0.6 0.0 1.4 -0.1023
H 24.3001 21.0786 5.4481 -0.1 -0.2 0.0 0.1145
H 25.1554 19.5418 5.2314 0.0 -0.2 1.1 0.1297
H 26.1594 22.1484 4.2121 0.1 0.0 -0.2 0.0593
H 25.4790 20.8712 3.2448 -0.2 -0.2 0.2 0.0989
H 27.0126 20.6332 4.0661 -0.1 -0.2 0.2 0.0932
H 26.6497 23.5925 6.0329 -0.3 -0.3 -0.2 0.0839
H 25.3638 24.4075 6.9202 -0.1 0.0 0.0 0.0768
H 24.8273 23.3279 5.6220 0.4 0.1 -0.2 0.0761
```
Positions in Å, forces in eV/Å.

As for the total energy: -208818.1035 eV. The total charge is +3. The spin multiplicity is 1. The HOMO-LUMO gap comes out at 0.043 Eh.

=====

(2)
Computed, not measured: one molecule with the formula C3H2O3S at a distorted geometry, with wB97M-V/def2-TZVPD.

The geometry in XYZ format:
```
9
Properties=species:S:1:pos:R:3:forces:R:3:lowdin_charge:R:1
O 2.7070 0.9807 1.1296 -0.2 0.3 0.6 -0.4104
S 2.5669 0.1262 -0.0085 1.0 -0.4 0.2 0.7442
O 3.2389 0.5765 -1.1952 -0.6 -0.2 -0.3 -0.4065
C 0.4546 -0.0321 -0.1720 0.3 0.6 -0.9 0.0975
C -0.5976 -0.5252 0.3204 -1.3 -0.3 1.2 -0.3073
C -1.9657 -0.1457 -0.0890 -0.4 -0.6 -2.1 -0.0653
O -1.7406 -1.0193 0.9434 1.8 -0.3 1.9 0.0967
H -2.4283 0.8142 -0.0315 0.0 0.6 0.8 0.1322
H -2.2352 -0.7754 -0.8972 -0.6 0.3 -1.4 0.1189
```
Positions in Å, forces in eV/Å.

As for the total energy: -20113.9227 eV. The structure (SMILES) is O=S(=O)=C=C1CO1. The total charge is 0. The spin multiplicity is 1. The HOMO-LUMO gap (spin up / spin down) comes out at 0.293 / 0.293 Eh.

=====

Energy above the lowest of the compared OMol25 structures with the same formula, charge and spin / kcal per mole: 661.9, 174.6